Entry 1:
{
  "formula": "C12H15FN2",
  "method": "ωB97M-V/def2-TZVPD",
  "lumo_ev": 0.649,
  "relative_energy_kcal_mol": 67.3,
  "orbital_gap_ev": 7.02,
  "e_tot_ha": -675.5035,
  "e_homo_ev": -6.37,
  "elements": ["C", "C", "C", "C", "C", "C", "C", "C", "C", "C", "C", "C", "N", "N", "F", "H", "H", "H", "H", "H", "H", "H", "H", "H", "H", "H", "H", "H", "H", "H"],
  "coordinates": [[4.124, 0.164, -0.344], [3.543, -0.915, 0.392], [3.298, 1.260, -0.679], [2.181, -1.043, 0.631], [1.988, 1.169, -0.378], [1.369, 0.032, 0.157], [-0.764, -1.286, 0.223], [-0.046, -0.103, 0.177], [-1.950, 1.018, -0.331], [-2.307, 0.609, -1.715], [-2.808, -2.427, 0.150], [-0.691, 1.927, 1.492], [-2.006, -1.257, 0.043], [-0.776, 1.041, 0.304], [-2.986, 1.697, 0.305], [5.186, 0.220, -0.413], [4.250, -1.778, 0.767], [3.654, 2.142, -1.241], [1.742, -1.864, 1.217], [1.389, 1.915, -0.867], [-0.243, -2.220, 0.363], [-3.190, 0.034, -1.495], [-1.538, -0.104, -2.095], [-2.246, 1.407, -2.355], [-3.579, -2.248, 0.986], [-3.378, -2.475, -0.838], [-2.280, -3.346, 0.055], [-1.610, 2.012, 2.085], [0.030, 1.491, 2.204], [-0.358, 2.925, 1.200]],
  "mulliken_charge": [-0.66, -0.34, -0.40, -0.59, -0.56, 0.90, 0.02, -0.43, 0.79, -1.24, -1.09, -1.06, -0.24, 0.35, -0.33, 0.38, 0.21, 0.35, 0.34, 0.28, 0.27, 0.34, 0.28, 0.43, 0.31, 0.28, 0.34, 0.40, 0.35, 0.32]
}

***

Entry 2:
{
  "formula": "C4H7BrN2S",
  "method": "ωB97M-V/def2-TZVPD",
  "lumo_ev": [-0.757, -2.175],
  "relative_energy_kcal_mol": 66.4,
  "orbital_gap_ev": [8.10, 5.44],
  "e_tot_ha": -3238.1567,
  "e_homo_ev": [-8.86, -7.62],
  "elements": ["C", "C", "C", "C", "N", "N", "S", "Br", "H", "H", "H", "H", "H", "H", "H"],
  "coordinates": [[2.305, 1.052, 0.442], [-0.628, -0.130, -0.248], [-0.497, -1.462, 0.472], [-1.863, 0.159, -1.079], [0.987, 1.445, 0.578], [-0.029, 0.998, 0.065], [2.827, -0.119, -0.798], [-3.462, 0.316, -0.084], [3.026, 1.993, 0.435], [2.458, 0.802, 1.570], [-0.975, -1.319, 1.446], [0.513, -1.902, 0.708], [-0.950, -2.255, -0.108], [-2.048, -0.644, -1.874], [-1.664, 1.067, -1.526]],
  "mulliken_charge": [-0.42, 0.64, -1.10, -0.72, -0.84, 0.43, -0.21, -0.13, 0.33, 0.30, 0.32, 0.33, 0.33, 0.36, 0.38]
}

***

Entry 3:
{
  "formula": "C20H19N3O6",
  "method": "ωB97M-V/def2-TZVPD",
  "lumo_ev": 0.124,
  "smiles": "CN1C[C@@H](c2ccc(-c3ccc4c(c3)OC[C@H]3[C@H](CO)OC(=O)N43)cn2)OC1=O",
  "relative_energy_kcal_mol": 15.6,
  "orbital_gap_ev": 8.37,
  "e_tot_ha": -1389.2653,
  "e_homo_ev": -8.25,
  "elements": ["C", "N", "C", "C", "C", "C", "C", "C", "C", "C", "C", "C", "C", "C", "O", "C", "C", "C", "C", "O", "O", "C", "O", "N", "C", "N", "O", "C", "O", "H", "H", "H", "H", "H", "H", "H", "H", "H", "H", "H", "H", "H", "H", "H", "H", "H", "H", "H"],
  "coordinates": [[-3.542, -5.862, -5.132], [-2.882, -4.566, -5.135], [-3.033, -3.575, -4.097], [-1.985, -2.525, -4.534], [-1.272, -1.883, -3.379], [0.152, -1.938, -3.203], [0.748, -1.189, -2.206], [-0.095, -0.452, -1.347], [0.446, 0.310, -0.197], [1.832, 0.636, -0.137], [2.372, 1.446, 0.885], [1.575, 1.867, 1.961], [0.214, 1.511, 1.986], [-0.328, 0.757, 0.900], [-0.656, 1.859, 2.992], [-0.062, 2.270, 4.236], [1.187, 3.169, 4.044], [2.052, 3.398, 5.280], [1.937, 4.797, 5.894], [2.376, 5.773, 4.977], [3.410, 3.144, 4.861], [3.397, 2.663, 3.599], [4.375, 2.317, 2.968], [2.084, 2.584, 3.090], [-1.502, -0.505, -1.520], [-2.045, -1.177, -2.533], [-1.071, -3.222, -5.417], [-1.693, -4.317, -5.816], [-1.242, -5.199, -6.554], [-4.020, -6.046, -4.143], [-2.809, -6.686, -5.330], [-4.341, -5.939, -5.875], [-2.838, -3.930, -3.097], [-3.994, -3.150, -4.148], [-2.452, -1.722, -5.091], [0.755, -2.519, -3.892], [1.792, -1.280, -2.026], [2.475, 0.320, -0.920], [3.435, 1.702, 0.907], [-1.393, 0.548, 0.924], [0.156, 1.417, 4.891], [-0.814, 2.896, 4.736], [0.894, 4.119, 3.643], [1.786, 2.646, 6.009], [2.526, 4.873, 6.808], [0.883, 4.969, 6.181], [3.348, 5.682, 4.793], [-2.140, 0.006, -0.834]],
  "mulliken_charge": [-0.91, 0.13, -0.80, 0.62, -0.35, -0.59, -0.60, 1.07, 1.15, -0.81, -1.01, 0.44, 0.45, -0.94, -0.48, -0.70, -0.03, 0.16, -0.75, -0.54, -0.39, 0.47, -0.61, 0.08, -0.57, -0.56, -0.37, 0.41, -0.66, 0.35, 0.31, 0.26, 0.45, 0.32, 0.32, 0.50, 0.37, 0.31, 0.44, 0.30, 0.36, 0.28, 0.24, 0.42, 0.37, 0.37, 0.35, 0.37]
}

***

Entry 4:
{
  "formula": "C4H9N3O3PS",
  "method": "ωB97M-V/def2-TZVPD",
  "lumo_ev": -5.704,
  "orbital_gap_ev": 4.92,
  "charge": 1,
  "e_tot_ha": -1286.9801,
  "e_homo_ev": -10.63,
  "elements": ["N", "P", "O", "S", "O", "N", "O", "H", "H", "H", "H", "N", "C", "C", "C", "C", "H", "H", "H", "H", "H"],
  "coordinates": [[0.832, 1.586, -0.826], [0.660, 0.544, -2.124], [0.738, -0.848, -1.346], [2.837, 0.842, -2.839], [3.848, -0.043, -2.036], [5.404, 0.725, -1.687], [5.315, 1.352, -0.798], [0.676, 2.558, -1.083], [0.219, 1.348, -0.046], [1.577, -1.331, -1.273], [2.774, 0.209, -4.028], [-2.473, -0.831, 2.934], [-3.578, -0.514, 2.194], [-3.196, -0.432, 0.883], [-1.802, -0.717, 0.834], [-1.386, -0.956, 2.119], [-2.465, -0.957, 3.930], [-4.539, -0.377, 2.659], [-3.844, -0.203, 0.054], [-1.177, -0.744, -0.041], [-0.419, -1.211, 2.517]],
  "mulliken_charge": [-0.47, 0.41, -0.41, 0.18, -0.44, 0.49, 0.01, 0.29, 0.30, 0.36, 0.26, 0.02, -0.39, -0.70, 0.00, -0.76, 0.19, 0.39, 0.38, 0.54, 0.35]
}